Entry 1:
{
  "formula": "C33H31Br2CrN6OSSb",
  "method": "the ωB97M-V functional and the def2-TZVPD basis",
  "spin_multiplicity": 2,
  "s2": 0.771,
  "gap_ha": [0.2237, 0.2462],
  "total_charge": 1,
  "symbols": ["Cr", "N", "C", "N", "C", "N", "N", "C", "C", "C", "C", "C", "C", "N", "C", "C", "C", "C", "C", "C", "H", "H", "H", "H", "H", "H", "H", "H", "H", "H", "H", "C", "C", "C", "C", "C", "C", "Br", "C", "C", "Br", "C", "O", "C", "N", "H", "H", "H", "H", "H", "H", "C", "Sb", "C", "C", "H", "H", "H", "H", "H", "H", "H", "H", "H", "S", "C", "C", "C", "C", "C", "C", "H", "H", "H", "H", "H"],
  "xyz": [[0.18, 0.56, 1.32], [0.54, -1.58, -2.37], [0.05, -0.52, -1.56], [0.20, -0.75, -0.17], [0.16, -2.01, 0.30], [0.17, -2.24, 1.62], [0.17, -1.09, 2.28], [0.05, -1.04, 3.57], [0.05, 0.29, 4.12], [-0.16, 0.56, 5.47], [-0.21, 1.87, 5.90], [-0.04, 2.89, 4.97], [0.18, 2.56, 3.65], [0.22, 1.30, 3.22], [0.15, -3.14, -0.60], [0.01, -4.46, -0.15], [0.06, -5.50, -1.05], [0.27, -5.24, -2.40], [0.42, -3.95, -2.86], [0.35, -2.88, -1.97], [0.53, -1.40, -3.36], [0.52, 0.41, -1.84], [-0.05, -1.94, 4.17], [-0.29, -0.27, 6.16], [-0.39, 2.10, 6.94], [-0.08, 3.93, 5.27], [0.32, 3.33, 2.90], [-0.14, -4.63, 0.90], [-0.05, -6.52, -0.70], [0.30, -6.06, -3.11], [0.57, -3.75, -3.92], [2.03, 3.00, -0.47], [0.57, 3.29, -0.34], [0.05, 4.48, -0.88], [-1.28, 4.77, -0.78], [-2.14, 3.86, -0.14], [-3.53, 4.03, 0.02], [-4.39, 5.58, -0.65], [-4.29, 3.08, 0.65], [-3.69, 1.92, 1.16], [-4.72, 0.61, 2.03], [-2.33, 1.69, 1.03], [-1.72, 0.62, 1.46], [-1.55, 2.69, 0.38], [-0.21, 2.41, 0.29], [2.52, 3.73, -1.11], [2.19, 2.00, -0.90], [2.52, 3.03, 0.51], [0.73, 5.17, -1.37], [-1.68, 5.69, -1.19], [-5.35, 3.22, 0.77], [4.69, 1.26, 1.35], [2.89, 0.09, 1.34], [3.45, -1.15, -0.32], [3.43, -1.34, 2.85], [5.53, 0.57, 1.43], [4.71, 1.95, 2.19], [4.77, 1.82, 0.42], [4.53, -1.28, -0.32], [3.14, -0.70, -1.26], [2.96, -2.12, -0.21], [4.45, -1.68, 2.65], [2.75, -2.18, 2.80], [3.39, -0.89, 3.84], [-1.85, -0.13, -1.85], [-2.15, -1.01, -3.36], [-1.80, -0.43, -4.58], [-2.01, -1.13, -5.76], [-2.60, -2.39, -5.73], [-2.97, -2.95, -4.51], [-2.74, -2.27, -3.33], [-1.39, 0.57, -4.60], [-1.73, -0.69, -6.71], [-2.78, -2.93, -6.65], [-3.44, -3.93, -4.49], [-3.01, -2.70, -2.38]],
  "lowdin_spin": [1.074, 0.002, 0.004, -0.011, 0.002, -0.007, -0.002, -0.012, 0.000, -0.002, 0.001, -0.002, 0.004, 0.001, 0.000, 0.001, 0.000, 0.001, 0.000, 0.001, 0.000, 0.000, -0.001, 0.000, 0.000, 0.000, 0.000, 0.000, 0.000, 0.000, 0.000, 0.000, 0.007, 0.000, 0.009, 0.000, -0.005, -0.001, 0.000, -0.006, -0.001, 0.000, -0.033, 0.002, 0.000, 0.000, 0.000, 0.000, 0.000, 0.000, 0.000, -0.004, -0.011, -0.001, -0.002, 0.000, 0.000, 0.000, 0.000, 0.000, 0.000, 0.000, 0.000, 0.000, -0.004, 0.000, 0.000, 0.000, 0.000, 0.000, 0.000, 0.000, 0.000, 0.000, 0.000, 0.000]
}

Entry 2:
{
  "formula": "C33H31CuN7OS",
  "method": "the ωB97M-V functional and the def2-TZVPD basis",
  "spin_multiplicity": 2,
  "s2": 0.753,
  "gap_ha": [0.2449, 0.2410],
  "symbols": ["Cu", "C", "C", "N", "C", "C", "C", "C", "C", "C", "C", "N", "C", "C", "C", "C", "C", "C", "C", "C", "N", "C", "H", "H", "H", "H", "H", "H", "H", "H", "H", "H", "H", "H", "C", "C", "N", "C", "C", "C", "S", "N", "C", "O", "C", "C", "C", "C", "C", "C", "H", "H", "H", "H", "H", "H", "H", "H", "H", "H", "H", "H", "H", "H", "H", "N", "C", "C", "N", "C", "H", "H", "H", "H"],
  "xyz": [[1.24, -0.31, -0.33], [-1.62, -0.67, 2.90], [-0.68, -1.04, 1.93], [0.21, -0.20, 1.46], [0.28, 1.06, 1.95], [-0.56, 1.49, 3.00], [-1.56, 0.60, 3.42], [-0.34, 2.76, 3.58], [0.71, 3.52, 3.15], [1.53, 3.12, 2.08], [1.30, 1.92, 1.40], [1.95, 1.41, 0.33], [2.84, 2.00, -0.50], [3.21, 3.33, -0.59], [4.20, 3.76, -1.50], [4.82, 2.89, -2.36], [4.40, 1.55, -2.39], [4.88, 0.60, -3.32], [4.37, -0.66, -3.34], [3.36, -1.00, -2.43], [2.90, -0.15, -1.54], [3.40, 1.11, -1.49], [-2.36, -1.38, 3.22], [-0.66, -2.05, 1.54], [-2.27, 0.92, 4.18], [-0.99, 3.09, 4.39], [0.92, 4.46, 3.63], [2.36, 3.75, 1.81], [2.73, 4.08, 0.02], [4.47, 4.81, -1.51], [5.59, 3.23, -3.04], [5.64, 0.91, -4.03], [4.70, -1.40, -4.06], [2.90, -1.98, -2.44], [-5.01, 0.99, -0.81], [-3.86, 1.17, 0.18], [-2.65, 1.69, -0.46], [-2.59, 3.13, -0.62], [-2.11, 3.84, 0.64], [-1.73, 0.85, -1.00], [-0.34, 1.47, -1.75], [-2.06, -0.46, -0.91], [-1.27, -1.51, -1.05], [-0.01, -1.57, -1.17], [-2.03, -2.81, -1.00], [-3.37, -2.87, -1.38], [-4.10, -4.03, -1.22], [-3.50, -5.15, -0.65], [-2.16, -5.11, -0.29], [-1.42, -3.95, -0.48], [-5.83, 0.45, -0.35], [-4.66, 0.43, -1.67], [-5.38, 1.96, -1.15], [-3.62, 0.21, 0.64], [-4.15, 1.86, 0.97], [-3.59, 3.48, -0.89], [-1.92, 3.35, -1.45], [-2.77, 3.64, 1.49], [-2.08, 4.91, 0.47], [-1.11, 3.50, 0.90], [-3.83, -1.98, -1.79], [-5.13, -4.07, -1.52], [-4.07, -6.05, -0.48], [-1.68, -5.98, 0.14], [-0.37, -3.91, -0.22], [3.21, -4.03, 1.61], [2.71, -4.58, 0.46], [2.12, -3.55, -0.21], [2.26, -2.39, 0.51], [2.92, -2.71, 1.59], [3.73, -4.52, 2.32], [2.81, -5.62, 0.23], [1.59, -3.56, -1.14], [3.21, -2.03, 2.38]],
  "lowdin_spin": [0.737, 0.002, 0.004, 0.049, 0.003, 0.001, -0.001, -0.001, 0.001, 0.002, 0.009, 0.089, 0.009, 0.001, 0.001, -0.001, 0.001, -0.003, 0.002, 0.002, 0.043, 0.003, 0.000, 0.001, 0.000, 0.000, 0.000, 0.000, 0.000, 0.000, 0.000, 0.000, 0.000, 0.001, 0.000, 0.000, 0.003, 0.001, 0.000, 0.002, 0.007, 0.001, 0.004, 0.026, 0.002, 0.001, 0.000, 0.001, 0.000, 0.001, 0.000, 0.000, 0.000, 0.000, 0.000, 0.000, 0.000, 0.000, 0.000, 0.000, 0.000, 0.000, 0.000, 0.000, 0.000, 0.000, 0.000, 0.000, -0.002, 0.000, 0.000, 0.000, 0.000, 0.000]
}

Entry 3:
{
  "formula": "C33H31F4N6OPdS2",
  "method": "the ωB97M-V functional and the def2-TZVPD basis",
  "spin_multiplicity": 5,
  "s2": 6.099,
  "gap_ha": [0.2290, 0.1391],
  "total_charge": 3,
  "symbols": ["Pd", "C", "C", "N", "C", "C", "C", "C", "N", "C", "C", "F", "C", "F", "C", "C", "F", "C", "F", "H", "H", "H", "H", "H", "H", "H", "H", "H", "H", "H", "H", "H", "H", "H", "S", "C", "C", "C", "C", "C", "C", "N", "C", "C", "C", "C", "C", "C", "C", "C", "N", "C", "C", "C", "C", "C", "S", "C", "H", "H", "H", "H", "H", "H", "H", "H", "H", "H", "H", "H", "N", "C", "N", "O", "H", "H", "H", "H"],
  "xyz": [[-0.47, -0.55, -0.03], [-3.21, -3.15, -2.49], [-2.43, -2.51, -1.34], [-1.94, -1.13, -1.62], [-1.30, -1.00, -2.96], [-0.08, -1.88, -3.14], [-3.00, -0.11, -1.47], [-3.48, 0.06, -0.04], [-2.33, 0.20, 0.85], [-2.41, 0.76, 2.06], [-1.22, 0.88, 2.85], [-0.06, 0.41, 2.35], [-1.20, 1.46, 4.08], [-0.05, 1.53, 4.73], [-2.37, 1.97, 4.64], [-3.55, 1.87, 3.93], [-4.67, 2.33, 4.44], [-3.59, 1.28, 2.69], [-4.76, 1.19, 2.09], [-3.68, -4.06, -2.12], [-2.57, -3.43, -3.33], [-4.01, -2.50, -2.86], [-1.58, -3.12, -1.06], [-3.08, -2.46, -0.47], [-1.04, 0.05, -3.09], [-2.04, -1.24, -3.72], [0.66, -1.70, -2.36], [0.38, -1.64, -4.10], [-0.33, -2.94, -3.15], [-3.86, -0.36, -2.10], [-2.60, 0.83, -1.84], [-4.09, -0.78, 0.29], [-4.13, 0.93, -0.02], [-2.35, 2.43, 5.63], [6.55, -2.72, -0.39], [6.66, -4.40, -0.39], [5.42, -5.05, -0.32], [4.38, -4.15, -0.27], [4.81, -2.80, -0.31], [4.02, -1.62, -0.30], [2.59, -1.70, -0.31], [1.82, -0.65, -0.34], [2.39, 0.60, -0.36], [3.79, 0.78, -0.32], [4.34, 2.12, -0.33], [3.53, 3.18, -0.36], [2.10, 3.02, -0.41], [1.23, 4.12, -0.44], [-0.14, 3.94, -0.51], [-0.59, 2.60, -0.55], [0.19, 1.55, -0.51], [1.54, 1.73, -0.42], [-1.09, 5.03, -0.53], [-2.46, 4.98, -0.44], [-3.08, 6.24, -0.49], [-2.17, 7.24, -0.62], [-0.57, 6.67, -0.68], [4.59, -0.34, -0.29], [7.63, -4.88, -0.44], [5.31, -6.13, -0.31], [3.34, -4.46, -0.21], [2.09, -2.66, -0.32], [5.42, 2.24, -0.30], [3.94, 4.19, -0.36], [1.66, 5.12, -0.42], [-1.65, 2.40, -0.65], [-3.02, 4.06, -0.33], [-4.14, 6.41, -0.43], [-2.37, 8.30, -0.70], [5.67, -0.22, -0.28], [0.53, -2.68, 2.93], [0.22, -3.29, 1.77], [0.45, -4.62, 1.68], [-0.21, -2.66, 0.78], [0.80, -3.19, 3.75], [0.37, -1.69, 3.02], [0.61, -5.17, 2.50], [0.01, -5.09, 0.90]],
  "lowdin_spin": [1.426, 0.009, 0.010, 0.187, 0.010, 0.000, 0.012, 0.047, 0.500, 0.052, 0.101, 0.041, -0.001, -0.013, 0.185, -0.009, -0.018, 0.138, 0.047, 0.001, 0.000, 0.000, 0.002, 0.000, 0.000, 0.006, -0.001, 0.000, 0.000, 0.005, 0.000, 0.019, 0.008, 0.008, 0.010, 0.259, 0.078, 0.087, 0.190, 0.050, 0.074, 0.051, 0.059, 0.001, 0.018, -0.016, 0.024, -0.024, 0.031, 0.020, 0.103, 0.005, 0.009, 0.023, 0.005, 0.032, 0.002, 0.068, 0.009, 0.001, 0.001, 0.002, 0.001, -0.001, -0.001, 0.001, 0.001, 0.000, 0.001, 0.001, -0.001, 0.005, 0.002, 0.044, 0.000, 0.000, 0.000, 0.000]
}